{
  "formula": "C43H36ClN2P2PtS",
  "method": "ωB97M-V/def2-TZVPD",
  "total_charge": 1,
  "orbital_gap_ev": 7.04,
  "homo_ha": -0.3796,
  "elements": ["Pt", "Cl", "C", "C", "C", "C", "C", "C", "P", "C", "C", "C", "C", "C", "C", "C", "C", "C", "C", "C", "C", "H", "H", "H", "H", "H", "H", "H", "H", "H", "H", "H", "H", "H", "H", "C", "C", "C", "C", "C", "C", "P", "C", "C", "C", "C", "C", "C", "C", "C", "C", "C", "C", "C", "H", "H", "H", "H", "H", "H", "H", "H", "H", "H", "H", "H", "H", "H", "N", "C", "S", "N", "C", "C", "C", "C", "C", "C", "H", "H", "H", "H", "H", "H", "H", "H"],
  "positions_angstrom": [[0.8811, 0.6010, 0.3939], [2.8137, -1.8957, 2.0482], [2.9090, -0.8477, 3.4301], [4.0120, -1.0158, 4.2556], [4.1357, -0.2528, 5.4032], [3.1495, 0.6710, 5.7230], [2.0626, 0.8329, 4.8836], [1.9189, 0.0845, 3.7080], [0.4362, 0.3448, 2.6785], [-0.7985, -0.8322, 3.2596], [-2.0311, -0.8607, 2.6063], [-3.0157, -1.7392, 3.0154], [-2.7676, -2.6160, 4.0648], [-1.5397, -2.6022, 4.7083], [-0.5563, -1.7059, 4.3130], [-0.1057, 1.9931, 3.1879], [-1.3344, 2.2288, 3.7944], [-1.7152, 3.5290, 4.0992], [-0.8719, 4.5909, 3.8100], [0.3594, 4.3577, 3.2097], [0.7363, 3.0658, 2.8916], [4.7563, -1.7508, 3.9867], [4.9957, -0.3866, 6.0440], [3.2220, 1.2669, 6.6217], [1.3081, 1.5599, 5.1490], [-2.2133, -0.2017, 1.7647], [-3.9694, -1.7547, 2.5065], [-3.5314, -3.3140, 4.3775], [-1.3437, -3.2836, 5.5238], [0.3955, -1.6950, 4.8285], [-1.9950, 1.4076, 4.0378], [-2.6701, 3.7088, 4.5739], [-1.1691, 5.6005, 4.0582], [1.0223, 5.1826, 2.9880], [1.6999, 2.8953, 2.4212], [-4.3529, 0.1025, -5.0357], [-4.3877, 0.7282, -3.7958], [-3.2379, 0.8210, -3.0314], [-2.0374, 0.2953, -3.5033], [-2.0081, -0.3183, -4.7536], [-3.1635, -0.4213, -5.5165], [-0.4727, 0.3117, -2.5747], [-0.5707, 1.8451, -1.5919], [-1.2964, 1.9893, -0.3989], [-1.3539, 3.2227, 0.2525], [-0.6911, 4.3123, -0.2787], [0.0280, 4.1879, -1.4668], [0.0879, 2.9712, -2.1116], [-0.7502, -0.9990, -1.3277], [-1.5094, -2.1161, -1.6920], [-1.4901, -3.2873, -0.9565], [-0.6783, -3.3773, 0.1595], [0.0494, -2.2719, 0.5808], [-0.0052, -1.0743, -0.1322], [-5.2537, 0.0312, -5.6295], [-5.3164, 1.1435, -3.4279], [-3.2739, 1.3169, -2.0698], [-1.0729, -0.7176, -5.1303], [-3.1287, -0.9009, -6.4851], [-1.8867, 1.1609, -0.0248], [-1.9191, 3.3210, 1.1695], [-0.7365, 5.2695, 0.2231], [0.5355, 5.0479, -1.8827], [0.6377, 2.8749, -3.0397], [-2.1022, -2.0686, -2.5977], [-2.0917, -4.1281, -1.2727], [-0.6276, -4.2948, 0.7304], [0.6530, -2.3466, 1.4710], [3.0454, 0.9199, -3.4212], [2.8688, 0.2491, -2.2852], [3.0567, 1.0567, -0.7778], [2.6167, -1.0610, -2.3038], [2.4304, -1.9035, -3.4377], [3.2881, -1.8484, -4.5291], [3.0687, -2.6973, -5.6057], [2.0239, -3.6054, -5.5814], [1.1962, -3.6782, -4.4688], [1.3923, -2.8270, -3.3946], [3.1600, 1.9172, -3.3517], [2.7952, 0.5139, -4.3103], [2.4167, -1.4551, -1.3934], [4.1424, -1.1864, -4.5226], [3.7341, -2.6569, -6.4568], [1.8640, -4.2683, -6.4200], [0.3899, -4.3983, -4.4358], [0.7476, -2.8685, -2.5288]]
}

{
  "formula": "C2H4INO2",
  "method": "ωB97M-V/def2-TZVPD",
  "orbital_gap_ev": [9.39, 6.28],
  "homo_ha": [-0.3690, -0.3108],
  "elements": ["C", "C", "N", "O", "O", "I", "H", "H", "H", "H"],
  "positions_angstrom": [[-0.2965, 0.9466, -0.8150], [-0.6062, -1.4794, 1.0766], [1.0646, 1.0623, -0.5093], [1.4241, 1.1311, 0.6740], [1.8128, 0.9405, -1.4745], [-0.6184, -3.1972, 0.0698], [-0.5146, 1.0885, -1.9504], [-1.0223, 1.5250, -0.1353], [0.2854, -1.0449, 1.6034], [-1.5289, -0.9724, 1.4608]]
}

Going through the records in order, we get relative energy (zero: lowest compared OMol25 entry of this formula, charge and spin) values of 30.1, 160.4 kcal/mol.